Entry 1:
# C3HFO2Tl

A structure of composition C3HFO2Tl (wB97M-V/def2-TZVPD, OMol25).

Geometry (Å):
O 2.856841 -0.027989 -0.597903
C 3.687090 -0.804607 -0.605794
Tl 1.303101 1.322418 -0.464228
F 0.089220 -0.076496 0.172638
H -2.182217 -0.398057 1.463562
O -2.091865 -0.376570 -0.700882
C -2.437392 0.518812 0.123812
C -1.224781 -0.157513 0.608792

Atoms 1-6, force components in eV/Å:
-0.090 0.204 -0.124
2.326 -2.005 -0.082
2.960 6.600 -2.179
-5.537 -3.972 3.427
4.222 -1.671 0.654
-1.291 1.548 2.176

Its energy relative to the best compared isomer or geometry (same formula, charge and spin) is 90.25 kcal per mole. Its lowest unoccupied orbital energy (spin up / spin down) is -19.92 / -18.62 eV. Its multiplicity is 1. As for the net charge: +3. For the gap between HOMO and LUMO (spin up / spin down), the calculation gives 6.424 / 7.694 eV.

Entry 2:
# C3H8O

A cluster of 2 separate species, C3H8O in total (wB97M-V/def2-TZVPD, OMol25).

Geometry (Å):
C -1.673207 5.043713 -4.247506
O -0.930964 5.675573 -4.966406
H -2.285944 4.203270 -4.589484
H -1.623259 5.411549 -3.199598
C 0.357655 -3.126368 2.241150
C 1.299770 -1.931652 2.010505
H -0.682774 -2.962207 1.973288
H 0.404342 -3.451584 3.282724
H 0.722854 -3.967923 1.643922
H 2.331257 -2.242414 2.098396
H 1.077550 -1.484690 1.038460
H 1.002720 -1.167266 2.714548

Atoms 1-6, force components in eV/Å:
1.621 1.737 0.321
-0.633 -0.796 -0.472
-0.143 -0.070 0.061
-0.846 -0.871 0.089
0.842 -0.524 -0.127
-1.673 -0.152 -0.210

Its energy relative to the best compared isomer or geometry (same formula, charge and spin) is 27.11 kcal per mole. Its lowest unoccupied orbital energy is 0.88 eV. Its multiplicity is 1. As for the structure (SMILES): C=O.CC. For the gap between HOMO and LUMO, the calculation gives 11.103 eV.

Entry 3:
# C57H127N5O9

A cluster of 9 separate species, C57H127N5O9 in total (wB97M-V/def2-TZVPD, OMol25).

Geometry (Å):
C -10.405930 -25.196540 1.966890
C -11.819540 -25.128840 2.440380
C -11.967920 -26.018490 3.659290
C -12.038240 -23.649140 2.905400
C -12.301690 -22.698560 1.731460
C -13.373970 -23.172950 0.850590
C -13.284200 -24.669280 0.299640
C -14.685010 -24.925420 -0.290960
C -12.279400 -24.745300 -0.872040
N -12.883830 -25.576190 1.422110
O -12.713610 -26.896100 1.003420
H -10.156800 -24.369990 1.301420
H -9.722400 -25.108080 2.811330
H -10.164630 -26.133980 1.465810
H -11.865160 -25.588060 4.655420
H -12.998830 -26.349380 3.785140
H -11.396410 -26.944480 3.596050
H -12.942730 -23.608680 3.512330
H -11.171140 -23.457670 3.537530
H -12.560670 -21.760580 2.222600
H -11.312330 -22.539520 1.302540
H -13.385630 -22.477100 0.011690
H -14.256030 -23.046620 1.478370
H -15.523590 -24.877340 0.403720
H -14.786580 -25.900890 -0.766620
H -14.858440 -24.201630 -1.087280
H -12.266520 -23.785410 -1.388330
H -12.556800 -25.499070 -1.608910
H -11.248130 -24.880160 -0.545870
H -11.905050 -26.881570 0.486110
C -0.163250 -8.847870 8.552950
C -0.482400 -7.377280 8.830090
C -0.430410 -7.200210 10.303750
C 0.597370 -6.520650 8.148610
C 0.548920 -6.444000 6.602150
C -0.796460 -5.790470 6.272360
C -1.972870 -6.615080 6.811940
C -3.212160 -5.807760 6.632630
C -2.085830 -7.942500 6.012520
N -1.768820 -6.888720 8.297510
O -2.831030 -7.637850 8.831870
H 0.055320 -9.124830 7.521640
H 0.612330 -9.252860 9.203020
H -1.094280 -9.376310 8.757920
H 0.568340 -7.252930 10.737140
H -0.918170 -6.267830 10.588090
H -1.065560 -7.983130 10.718170
H 0.515990 -5.542980 8.623610
H 1.619150 -6.839340 8.354780
H 1.401210 -5.895790 6.200720
H 0.552920 -7.433260 6.144490
H -0.865790 -5.553470 5.210700
H -0.928320 -4.768650 6.628150
H -3.132450 -4.899260 7.229590
H -4.033780 -6.423490 6.998560
H -3.409500 -5.437100 5.626770
H -2.808710 -8.543260 6.564460
H -1.182800 -8.520260 5.815560
H -2.502770 -7.669530 5.043110
H -3.092960 -7.085330 9.571960
C -17.175600 -10.398140 2.809880
C -17.226250 -11.541560 1.795060
C -18.577610 -12.274710 1.818150
C -17.151040 -10.992630 0.336110
C -15.734970 -10.684050 -0.184560
C -14.808760 -11.902970 -0.060960
C -14.786710 -12.460540 1.402380
C -14.105500 -13.784550 1.329760
C -13.858700 -11.527030 2.248630
N -16.147600 -12.576810 2.042610
O -16.129600 -13.285290 3.295480
H -17.193270 -10.615110 3.877920
H -16.287200 -9.787110 2.650170
H -18.052230 -9.765520 2.670590
H -18.457610 -13.248670 1.343690
H -18.906010 -12.488270 2.835320
H -19.347180 -11.750730 1.251310
H -17.499690 -11.749690 -0.366320
H -17.717610 -10.100940 0.067800
H -15.853930 -10.326890 -1.207490
H -15.313130 -9.858810 0.389130
H -13.832480 -11.646950 -0.472600
H -15.126390 -12.630210 -0.808180
H -13.234840 -13.791340 0.674020
H -14.797770 -14.419960 0.777390
H -13.847120 -14.303520 2.252810
H -14.180660 -10.487220 2.305410
H -12.805130 -11.570410 1.972580
H -13.995230 -11.894370 3.265740
H -16.736210 -14.018780 3.170500
C -2.393920 -20.075840 14.289850
C -1.173180 -19.967610 13.355850
C -1.213150 -21.239820 12.392560
C -1.490020 -18.646760 12.548070
C -0.291030 -18.095980 11.758770
C 0.873570 -17.896640 12.803820
C 1.282870 -19.214380 13.513170
C 2.078110 -20.039830 12.437800
C 2.269990 -18.887660 14.683760
N 0.101640 -19.857090 14.086030
O 0.345670 -21.022540 14.824280
H -3.343290 -20.174650 13.763500
H -2.398940 -20.881480 15.024030
H -2.511930 -19.249030 14.990250
H -2.225070 -21.629550 12.281970
H -0.798840 -20.988450 11.416210
H -0.601530 -22.085850 12.706020
H -2.314010 -18.887530 11.876380
H -1.921430 -17.882800 13.194880
H -0.074760 -18.788800 10.945550
H -0.649160 -17.092370 11.529390
H 0.627920 -17.111610 13.518990
H 1.763540 -17.460890 12.349750
H 2.228280 -20.995630 12.939800
H 3.001080 -19.646910 12.011370
H 1.426930 -20.245460 11.588230
H 2.513180 -19.833930 15.167000
H 1.873680 -18.169970 15.402060
H 3.259810 -18.568550 14.357370
H -0.105440 -20.772340 15.633900
C -8.029080 -17.347400 5.058590
C -7.117300 -16.880020 6.172160
C -7.162260 -17.854740 7.319340
C -5.708360 -16.745310 5.671960
C -4.804710 -15.784410 6.496290
C -5.446890 -14.394980 6.614220
C -6.897480 -14.450960 7.139480
C -6.826300 -14.499510 8.714310
C -7.594660 -13.134190 6.761380
N -7.647080 -15.543230 6.516460
O -8.992730 -15.537510 6.895170
H -9.038290 -17.484820 5.446790
H -8.180320 -16.580420 4.299020
H -7.570570 -18.214700 4.583530
H -8.234560 -17.933740 7.498290
H -6.764540 -18.819720 7.005120
H -6.624460 -17.516320 8.204980
H -5.182340 -17.697330 5.743260
H -5.806000 -16.416880 4.637210
H -4.655760 -16.189080 7.497370
H -3.784430 -15.697640 6.122640
H -5.378490 -13.787150 5.712020
H -4.910570 -13.877500 7.409620
H -7.839130 -14.360900 9.092510
H -6.168870 -13.726530 9.112290
H -6.420020 -15.417830 9.138270
H -7.759950 -12.912900 5.706960
H -7.020080 -12.333760 7.227520
H -8.612800 -13.067380 7.144800
H -9.480200 -15.234540 6.125630
C -15.383930 -13.632400 10.690150
C -15.855110 -12.381720 9.954400
C -14.792370 -11.529050 9.234040
O -16.752450 -12.874410 9.004540
H -16.302520 -13.997490 11.149510
H -14.705430 -13.447840 11.523020
H -14.960680 -14.477650 10.147460
H -16.414140 -11.708430 10.604230
H -14.132870 -11.090650 9.983010
H -15.297660 -10.640470 8.855600
H -14.148320 -12.046610 8.523100
H -16.251250 -13.219660 8.262110
C 3.881710 -17.664940 3.501100
C 3.096880 -18.699610 2.678340
C 1.539190 -18.470100 2.610170
O 3.751420 -18.855250 1.469090
H 3.960630 -16.703470 2.993710
H 4.859770 -18.048240 3.791910
H 3.347170 -17.617350 4.449840
H 3.168900 -19.637100 3.229730
H 1.194640 -18.610480 3.634710
H 0.988910 -19.125650 1.935220
H 1.380150 -17.420810 2.361610
H 3.117720 -19.337860 0.933250
C -8.970710 -5.679120 11.383850
C -8.292670 -4.617170 12.276720
C -9.191860 -4.118690 13.437160
O -7.209860 -5.265220 12.765980
H -9.998250 -5.409580 11.139710
H -9.034900 -6.640260 11.893940
H -8.349880 -5.857610 10.505890
H -7.912820 -3.729190 11.771460
H -9.694390 -5.008970 13.815280
H -9.963820 -3.420860 13.112800
H -8.692920 -3.542150 14.216100
H -6.743190 -4.705030 13.390490
C -5.198570 -18.724910 -1.845370
C -4.739540 -20.105500 -1.476670
C -5.703420 -21.165760 -1.991430
O -3.475480 -20.322520 -2.002460
H -5.257480 -18.645210 -2.930860
H -4.475940 -17.996080 -1.478320
H -6.248300 -18.631240 -1.567190
H -4.689320 -20.114420 -0.387870
H -5.953530 -20.990360 -3.037750
H -6.570400 -21.454380 -1.397170
H -5.146220 -22.102310 -1.969090
H -3.515570 -19.921140 -2.873600

Atoms 1-6, force components in eV/Å:
1.057 -0.033 -0.724
-1.273 0.492 0.087
-1.225 -1.209 0.650
-1.336 -1.382 -0.756
2.716 0.059 2.193
-0.159 -1.016 -0.455

Its energy relative to the best compared isomer or geometry (same formula, charge and spin) is 113.27 kcal per mole. Its lowest unoccupied orbital energy is 0.26 eV. Its multiplicity is 1. As for the structure (SMILES): CC1(C)CCCC(C)(C)N1O.CC1(C)CCCC(C)(C)N1O.CC1(C)CCCC(C)(C)N1O.CC1(C)CCCC(C)(C)N1O.CC1(C)CCCC(C)(C)N1O.CC(C)O.CC(C)O.CC(C)O.CC(C)O. For the gap between HOMO and LUMO, the calculation gives 8.318 eV.

Entry 4:
# C6H10Cl2N2

An isolated molecule of C6H10Cl2N2 (wB97M-V/def2-TZVPD, OMol25).

Geometry (Å):
C -1.812618 0.299314 0.532638
C -1.016215 -0.955997 0.721492
C 0.936664 0.345751 -0.129915
C 0.140972 -0.964454 -0.257543
C -0.029803 1.630828 -0.066193
C 0.956771 -2.205957 -0.013084
N -1.385289 1.467393 0.177572
N 0.170168 2.423619 -1.098184
Cl -0.586858 -0.934857 -1.921043
Cl 0.453732 2.469596 1.602585
H -2.856003 0.202356 0.626579
H -0.714165 -1.065858 1.738081
H -1.635828 -1.687855 0.434893
H 1.521223 0.295139 0.831996
H 1.692047 0.434387 -0.989112
H 1.950872 -2.097413 -0.196764
H 0.674036 -3.079300 -0.528784
H 0.879604 -2.404124 1.116801
H -0.429337 3.255835 -1.214419
H 1.090024 2.571596 -1.367596

Atoms 1-6, force components in eV/Å:
-2.750 -4.349 1.527
1.397 3.788 0.191
0.635 -0.043 0.311
0.231 0.835 -0.057
0.163 -1.803 0.551
-1.565 0.070 2.922

Its lowest unoccupied orbital energy (spin up / spin down) is 0.78 / -3.02 eV. Its multiplicity is 3. For the gap between HOMO and LUMO (spin up / spin down), the calculation gives 6.678 / 6.683 eV.

Entry 5:
# C5H9FN2O7

A cluster of 3 separate species, C5H9FN2O7 in total (wB97M-V/def2-TZVPD, OMol25).

Geometry (Å):
O -2.107683 -2.895222 1.243041
C -1.218223 -3.125573 0.504337
O -0.574841 -4.307075 0.402691
C 0.505983 -4.154222 -0.538382
C 0.090133 -2.926003 -1.315758
F -0.724352 -3.259234 -2.357696
O -0.667676 -2.222071 -0.363495
H 1.419328 -3.990936 0.036668
H 0.618820 -5.054005 -1.134839
H 0.882058 -2.279355 -1.680451
C -1.228042 0.961545 1.015176
N -2.298049 1.810981 0.407077
O -3.216928 2.158134 1.126249
O -2.180386 2.093939 -0.766941
H -0.365427 1.566829 1.272508
H -0.939298 0.260750 0.239590
H -1.663434 0.503253 1.894693
C 1.979135 3.887042 0.569010
N 1.937289 3.147141 -0.726783
O 0.903350 2.570902 -0.991635
O 2.926740 3.175494 -1.428558
H 1.830777 3.141732 1.347913
H 1.143817 4.578702 0.570966
H 2.946914 4.357263 0.674616

Atoms 1-6, force components in eV/Å:
-0.190 0.219 0.221
0.159 -0.304 0.040
0.193 0.059 -0.407
0.044 -0.233 0.460
0.020 0.191 0.374
0.007 -0.071 -0.138

Its energy relative to the best compared isomer or geometry (same formula, charge and spin) is 0.00 kcal per mole. Its lowest unoccupied orbital energy is 0.07 eV. Its multiplicity is 1. As for the structure (SMILES): O=C1OC[C@@H](F)O1.C[N+](=O)[O-].C[N+](=O)[O-]. For the gap between HOMO and LUMO, the calculation gives 10.899 eV.

Entry 6:
# C3H5BrINO3

An isolated molecule of C3H5BrINO3 (wB97M-V/def2-TZVPD, OMol25).

Geometry (Å):
C -1.581438 0.044424 0.565467
C -0.569680 -0.142439 -0.574503
C 0.779952 0.241764 -0.029756
N 1.095042 1.531738 0.361309
O 0.439324 2.433372 -0.122540
O 2.124341 1.697491 1.050485
O -0.344231 -1.495643 -0.887209
Br 3.299053 -1.766740 -1.405836
I 2.037585 -1.118710 0.819587
H -2.030865 -0.913262 0.677771
H -2.233818 0.819803 0.258062
H -1.012162 0.259375 1.387021
H -0.958627 0.457841 -1.496886
H -1.044479 -2.049010 -0.602966

Atoms 1-6, force components in eV/Å:
0.151 -0.673 -2.557
-0.030 0.385 -0.787
0.639 -1.025 0.649
2.331 0.585 -0.068
-0.791 0.460 0.079
-1.130 0.557 -0.254

Its energy relative to the best compared isomer or geometry (same formula, charge and spin) is 31.31 kcal per mole. Its lowest unoccupied orbital energy (spin up / spin down) is -2.23 / -2.57 eV. Its multiplicity is 1. For the gap between HOMO and LUMO (spin up / spin down), the calculation gives 7.120 / 6.087 eV.